1.
A molecular structure, C27H37BaBrN2O2PS3Si. Source: the OMol25 dataset; level of theory: ωB97M-V with the def2-TZVPD basis set.

Geometry as XYZ:
```
75
Properties=species:S:1:pos:R:3:forces:R:3:mulliken_charge:R:1
Ba -0.307 0.003 1.310 0.5 0.4 0.3 0.35
O 6.453 1.601 3.309 0.1 0.1 0.2 -0.57
C 5.267 1.263 2.756 -0.4 -0.1 0.0 1.00
C 4.154 0.908 3.514 0.1 0.0 -0.1 -0.94
C 2.982 0.592 2.863 -0.1 0.1 0.1 -0.75
N 2.837 0.611 1.530 0.2 -0.2 -0.2 0.41
C 3.918 0.924 0.852 0.1 0.1 -0.2 0.04
Br 3.784 0.922 -1.053 0.0 -0.1 0.0 -0.17
C 5.155 1.261 1.369 -0.1 0.0 0.3 -0.69
H 6.364 1.609 4.272 0.0 0.0 -0.2 0.31
H 4.168 0.890 4.596 0.1 0.0 0.0 0.35
H 2.113 0.301 3.439 -0.1 0.0 0.1 0.47
H 5.984 1.522 0.731 0.1 0.0 0.0 0.51
S 0.431 2.039 5.988 0.3 0.2 0.5 -0.38
C 0.155 1.431 4.480 -0.6 -0.2 -0.3 0.11
S -0.198 -0.297 4.303 0.1 0.2 -0.1 -0.32
S 0.113 2.482 3.086 0.0 -0.1 -0.1 -0.35
C -3.509 0.667 1.325 -0.3 -0.1 0.0 -1.14
Si -3.656 -0.863 0.216 0.1 -0.1 0.1 0.12
C -4.449 -0.332 -1.437 0.1 0.0 0.3 -1.01
C -4.862 -2.043 1.094 0.1 0.3 -0.2 -1.14
N -2.059 -1.467 0.058 -0.4 0.4 0.1 0.73
C -1.744 -2.665 -0.465 0.0 -0.6 -0.2 0.40
C -2.648 -3.504 -1.156 -0.1 0.0 -0.1 -0.07
C -2.317 -4.759 -1.629 -0.1 -0.1 0.0 -1.06
C -1.047 -5.275 -1.440 0.2 0.0 0.0 -0.69
C -0.107 -4.483 -0.787 -0.1 0.0 0.0 -0.56
C -0.444 -3.221 -0.343 0.0 -0.2 -0.2 -0.44
O 0.509 -2.432 0.320 -0.3 0.0 0.1 0.01
C 1.831 -2.596 -0.007 0.4 0.0 -0.1 0.14
C 2.746 -2.720 1.032 -0.1 0.1 -0.2 -0.53
C 4.097 -2.814 0.727 0.0 0.0 0.1 -0.50
C 4.520 -2.817 -0.592 0.1 0.0 0.0 -0.52
C 3.595 -2.698 -1.617 -0.1 0.0 -0.1 -0.91
C 2.246 -2.571 -1.336 0.0 0.0 0.2 0.29
H -4.495 1.129 1.435 0.0 0.0 0.0 0.34
H -2.856 1.450 0.945 0.1 0.1 -0.1 0.18
H -3.177 0.435 2.341 0.0 -0.1 0.1 0.36
H -5.313 0.318 -1.285 -0.1 0.0 0.1 0.34
H -4.781 -1.186 -2.027 0.0 -0.1 0.0 0.42
H -3.722 0.214 -2.042 0.1 0.0 0.0 0.15
H -5.823 -1.550 1.259 0.0 0.0 0.0 0.33
H -4.469 -2.327 2.070 0.1 0.0 0.1 0.30
H -5.052 -2.957 0.533 0.0 0.0 -0.1 0.34
H -3.652 -3.139 -1.326 0.0 0.0 0.0 0.19
H -3.071 -5.341 -2.146 0.0 0.0 0.0 0.38
H -0.782 -6.264 -1.788 0.0 0.0 0.0 0.38
H 0.897 -4.851 -0.620 0.0 0.0 0.0 0.46
H 2.389 -2.716 2.053 0.0 0.0 0.0 0.49
H 4.820 -2.894 1.529 0.0 0.0 0.0 0.46
H 5.574 -2.900 -0.822 0.0 0.0 0.0 0.39
H 3.931 -2.679 -2.646 0.0 0.0 0.0 0.35
H 1.510 -2.460 -2.121 0.0 0.0 0.0 0.55
C -2.968 4.357 -2.162 0.1 0.0 -0.1 -1.35
C -2.765 3.310 -1.075 0.1 -0.1 0.1 -0.59
P -1.088 2.526 -0.930 -0.2 0.2 -0.2 0.98
C -0.019 4.015 -0.740 -0.2 0.0 0.0 -0.84
C 1.432 3.656 -0.462 0.1 -0.1 0.0 -1.03
C -0.809 1.949 -2.670 -0.2 0.1 0.0 -1.01
C 0.106 0.732 -2.729 0.0 -0.1 0.0 -0.71
H -3.996 4.723 -2.166 0.0 0.0 0.0 0.44
H -2.762 3.947 -3.152 0.0 0.0 0.0 0.27
H -2.317 5.219 -2.017 0.0 0.0 0.0 0.30
H -3.470 2.487 -1.212 0.0 0.0 0.0 0.06
H -2.988 3.731 -0.090 0.0 0.0 0.0 0.49
H -0.437 4.554 0.117 0.0 0.0 0.0 0.41
H -0.091 4.677 -1.609 -0.1 -0.1 0.0 0.44
H 1.510 3.026 0.429 0.0 0.0 0.0 0.12
H 2.027 4.552 -0.289 0.0 0.0 0.0 0.42
H 1.876 3.122 -1.304 0.0 0.0 0.0 0.25
H -0.447 2.757 -3.314 0.0 0.0 0.1 0.46
H -1.796 1.670 -3.054 0.0 0.0 0.0 0.47
H 1.085 0.940 -2.297 0.0 0.0 0.0 0.01
H 0.254 0.395 -3.757 0.0 0.0 0.0 0.48
H -0.341 -0.096 -2.170 0.0 0.0 0.0 0.03
```
Forces are in eV/Å.

As for the spin multiplicity: 1. As for the total charge: -1. The calculation puts the gap between HOMO and LUMO at 5.608 eV. The energy above the lowest of the compared OMol25 structures with the same formula, charge and spin comes out at 50.03 kJ/mol. The calculation puts the lowest unoccupied orbital energy at 2.1 eV.


2.
19 unconnected molecules or ions with the total composition C27H37Cl54N4 at a distorted geometry. Source: the OMol25 dataset; level of theory: ωB97M-V with the def2-TZVPD basis set.

Geometry as XYZ:
```
122
Properties=species:S:1:pos:R:3:forces:R:3:mulliken_charge:R:1
N -4.615 3.376 -1.140 2.4 0.8 1.0 -0.42
C -3.739 3.967 -1.836 -0.1 0.2 -0.3 -0.20
N -3.954 5.311 -2.224 0.7 -0.8 -0.9 -0.51
N -2.542 3.280 -2.235 -0.1 0.4 0.1 0.01
C -1.355 3.605 -1.427 0.4 0.0 0.2 -0.96
C -0.458 2.385 -1.047 -0.8 0.3 -0.1 -0.03
C -0.716 1.107 -1.837 1.0 -0.3 0.2 -0.37
C 0.110 0.964 -3.128 -0.4 0.0 -0.1 -1.10
C -0.515 -0.192 -3.955 0.6 1.5 -0.4 1.17
C -1.455 0.422 -5.036 -0.3 -1.4 -0.1 -1.14
C -0.662 0.346 -6.296 -0.1 0.4 0.6 -0.10
N 0.319 -0.458 -6.168 0.1 0.1 0.0 0.35
C 0.422 -1.038 -4.831 -0.1 -0.6 0.9 -0.04
H -4.281 2.429 -0.986 0.1 -0.2 0.1 0.07
H -4.753 5.352 -2.849 -0.4 0.2 0.5 0.27
H -3.167 5.652 -2.767 0.0 0.1 0.2 0.30
H -2.366 3.425 -3.222 0.0 0.2 0.0 0.30
H -0.742 4.375 -1.908 -0.1 -0.1 -0.1 0.33
H -1.700 4.055 -0.496 -0.1 0.0 0.0 0.43
H -0.617 2.191 0.017 0.0 -0.1 -0.2 -0.06
H 0.582 2.696 -1.140 0.0 -0.2 0.0 0.25
H -0.408 0.273 -1.202 -0.1 0.0 0.0 0.14
H -1.768 0.934 -2.068 -0.1 0.3 0.1 0.49
H 0.059 1.906 -3.688 0.1 -0.1 -0.1 0.41
H 1.167 0.803 -2.904 0.0 -0.1 0.1 0.42
H -1.052 -0.821 -3.253 -0.1 -0.2 -0.2 -0.23
H -1.930 1.370 -4.810 0.1 0.1 0.0 0.31
H -2.246 -0.328 -5.212 -0.3 0.3 -0.1 0.41
H -0.856 0.876 -7.220 0.0 -0.1 -0.1 0.46
H 0.978 -0.701 -6.907 -0.2 -0.1 -0.2 0.02
H 0.013 -2.053 -4.811 0.2 0.0 -0.5 -0.55
H 1.471 -1.101 -4.544 0.0 0.2 0.1 0.49
C 1.450 3.180 2.361 0.1 -0.1 0.0 -0.08
Cl 0.909 1.509 2.185 0.0 0.0 0.0 -0.08
Cl 2.592 3.302 3.699 -0.3 0.0 -0.2 0.00
Cl 2.171 3.769 0.859 0.1 0.1 0.1 -0.14
H 0.592 3.799 2.590 0.0 0.0 0.0 0.25
C 0.283 -2.020 -9.800 -0.1 -0.2 -0.2 -0.04
Cl 0.517 -3.201 -11.074 0.0 0.1 0.1 -0.07
Cl -1.083 -2.453 -8.766 0.1 0.1 0.2 -0.08
Cl 1.759 -1.856 -8.829 0.1 0.0 0.1 -0.14
H 0.074 -1.061 -10.257 0.0 0.0 0.0 0.34
C 3.709 2.660 7.648 0.1 0.0 0.0 -0.12
Cl 3.109 1.004 7.518 -0.1 0.0 0.0 -0.09
Cl 4.890 2.801 8.947 0.0 0.0 -0.1 -0.06
Cl 4.405 3.199 6.115 0.2 0.0 0.3 -0.05
H 2.869 3.302 7.878 0.0 0.0 0.0 0.34
C -3.953 -4.193 -11.569 0.0 -0.1 0.1 0.04
Cl -3.363 -2.552 -11.275 -0.1 0.0 -0.2 -0.11
Cl -2.781 -5.384 -11.001 0.0 0.0 0.0 -0.11
Cl -5.519 -4.437 -10.800 0.0 0.0 0.0 -0.11
H -4.075 -4.320 -12.636 0.0 0.0 0.0 0.30
C 5.042 -0.475 -10.912 0.0 0.1 -0.1 0.05
Cl 3.413 -0.569 -11.590 0.0 0.0 -0.1 -0.11
Cl 6.003 0.733 -11.756 0.0 -0.1 0.0 -0.11
Cl 4.980 -0.126 -9.178 0.0 0.0 0.0 -0.13
H 5.516 -1.439 -11.043 0.0 0.0 0.0 0.30
C -3.879 2.518 2.600 0.0 0.0 0.2 -0.15
Cl -3.715 1.276 1.348 0.0 0.1 -0.1 -0.03
Cl -5.322 2.230 3.565 0.1 0.0 0.0 -0.08
Cl -2.437 2.571 3.623 -0.1 0.2 -0.1 -0.07
H -3.983 3.477 2.108 0.0 0.0 0.0 0.31
C -2.666 -1.728 4.109 -0.1 0.1 0.0 -0.36
Cl -4.272 -1.662 3.386 0.0 -0.1 0.0 0.03
Cl -1.588 -0.611 3.263 0.3 -0.3 0.1 0.07
Cl -2.746 -1.343 5.825 0.1 -0.1 -0.2 -0.04
H -2.275 -2.731 3.998 0.0 0.0 0.0 0.36
C -1.735 -2.916 -0.980 -0.2 0.3 0.0 -0.25
Cl -2.705 -3.231 -2.422 0.0 0.0 0.2 -0.09
Cl -0.031 -2.685 -1.423 0.1 -0.1 0.0 -0.18
Cl -2.342 -1.504 -0.122 0.0 -0.2 0.1 0.04
H -1.792 -3.774 -0.324 0.0 0.0 0.0 0.47
C 3.247 -2.161 5.268 0.0 -0.1 0.0 0.24
Cl 1.618 -1.773 4.703 0.0 0.1 0.0 -0.03
Cl 3.283 -3.745 6.039 0.0 0.1 0.0 -0.06
Cl 4.401 -2.085 3.933 0.0 0.0 0.0 -0.14
H 3.535 -1.420 6.001 0.0 0.0 0.0 -0.01
C 7.921 5.056 10.582 0.1 0.0 0.0 0.09
Cl 9.158 4.851 9.337 0.0 0.0 0.0 -0.12
Cl 7.382 3.490 11.190 0.0 0.0 0.0 -0.13
Cl 8.524 6.067 11.894 0.0 0.0 0.0 -0.12
H 7.072 5.554 10.133 0.0 0.0 0.0 0.28
C 11.412 8.124 9.804 0.0 0.0 0.0 0.57
Cl 11.081 8.818 8.215 0.0 0.0 0.0 -0.13
Cl 13.050 7.472 9.873 0.0 0.0 0.0 -0.12
Cl 11.157 9.319 11.078 0.0 0.0 0.0 -0.13
H 10.718 7.309 9.966 0.0 0.0 0.0 -0.18
C 2.982 -7.834 7.465 0.0 0.1 0.1 0.04
Cl 2.744 -7.985 9.205 0.0 0.0 0.0 -0.11
Cl 1.561 -7.121 6.697 0.0 0.0 0.0 -0.11
Cl 4.426 -6.883 7.109 0.0 0.0 0.0 -0.12
H 3.123 -8.826 7.056 0.0 0.0 0.0 0.29
C -5.361 -0.255 8.725 0.0 0.1 0.0 0.02
Cl -5.583 0.544 7.166 0.0 0.0 0.0 -0.06
Cl -3.712 -0.872 8.886 -0.1 0.0 0.1 -0.13
Cl -5.749 0.839 10.052 0.0 0.0 0.0 -0.12
H -6.039 -1.096 8.772 0.0 0.0 0.0 0.28
C 0.126 -4.779 -4.699 0.0 -0.2 0.0 0.46
Cl -1.505 -4.409 -5.267 0.0 0.0 -0.3 -0.14
Cl 0.229 -6.437 -4.125 0.0 0.1 0.0 -0.08
Cl 1.310 -4.470 -5.976 0.0 0.1 0.0 -0.10
H 0.349 -4.121 -3.868 0.0 0.0 0.0 -0.14
C -6.812 2.507 -1.943 -1.7 -0.8 -0.3 0.90
Cl -6.853 3.437 -3.445 0.1 0.1 -0.1 -0.19
Cl -8.233 2.842 -0.959 -0.1 0.0 0.0 -0.15
Cl -6.681 0.777 -2.284 0.0 -0.2 -0.1 -0.17
H -5.936 2.811 -1.384 -1.0 0.2 -0.2 -0.34
C 6.146 3.999 2.804 0.1 0.1 0.0 0.41
Cl 6.547 3.690 1.112 0.0 0.0 0.0 -0.14
Cl 7.497 3.568 3.855 -0.1 0.0 0.0 -0.11
Cl 5.680 5.686 3.038 0.0 -0.1 0.0 -0.11
H 5.300 3.378 3.065 0.0 0.0 0.0 -0.06
C -1.716 -10.118 -4.401 0.0 -0.1 0.0 0.19
Cl -1.439 -11.161 -5.795 0.0 0.0 0.0 -0.11
Cl -3.141 -10.636 -3.501 0.0 0.0 0.0 -0.12
Cl -0.293 -10.080 -3.355 0.0 0.1 0.0 -0.13
H -1.893 -9.114 -4.763 0.0 0.0 0.0 0.17
C -8.472 -2.384 3.228 0.1 0.0 0.0 0.00
Cl -9.109 -3.963 2.770 0.0 0.1 0.0 -0.12
Cl -7.410 -2.501 4.629 -0.1 -0.1 0.2 -0.10
Cl -7.591 -1.632 1.894 -0.1 0.0 -0.1 -0.09
H -9.303 -1.740 3.485 0.0 0.0 0.0 0.29
```
Forces are in eV/Å.

As for the spin multiplicity: 1. As for the total charge: +1. The calculation puts the gap between HOMO and LUMO at 7.705 eV. The calculation puts the lowest unoccupied orbital energy at -3.7 eV.